[1]
DFT (ωB97M-V with the def2-TZVPD basis set) results for a molecular structure, C22H69N7O16Rb.

For the strongest force on any atom, the calculation gives 1.869 eV/A. Its HOMO-LUMO gap is 0.2382 Ha. Its total energy is -67779.73297 eV. The highest occupied orbital energy is -0.1848 hartree.

Geometry as ORCA input:
```
! wB97M-V def2-TZVPD RIJCOSX def2/J DEFGRID3
* xyz -1 1
Rb 2.384 -2.645 1.454
O 0.434 -2.272 -0.575
C -0.042 -1.063 -1.092
C 0.672 0.252 -0.732
O 2.031 0.450 -0.846
H -1.085 -0.899 -0.737
H -0.061 -1.164 -2.198
H 0.403 0.414 0.334
H 0.105 1.049 -1.267
C -6.391 -5.357 -6.412
O -5.570 -4.647 -5.501
C -4.400 -4.091 -6.062
C -4.052 -2.814 -5.336
N -3.763 -3.098 -3.927
C -3.727 -1.928 -3.114
C -3.790 -2.241 -1.616
O -5.042 -2.835 -1.382
C -5.324 -3.038 -0.024
H -7.188 -4.704 -6.779
H -6.858 -6.176 -5.865
H -5.788 -5.760 -7.227
H -4.497 -3.924 -7.141
H -3.558 -4.792 -5.941
H -4.928 -2.145 -5.404
H -3.189 -2.327 -5.797
H -4.442 -3.791 -3.636
H -4.544 -1.198 -3.276
H -2.801 -1.361 -3.284
H -3.691 -1.270 -1.119
H -2.925 -2.889 -1.421
H -4.707 -3.828 0.418
H -6.389 -3.244 0.070
H -5.147 -2.138 0.585
C 1.283 3.706 0.673
O 1.321 4.675 -0.329
C 1.485 4.238 -1.692
C 2.956 4.238 -2.035
N 3.628 2.938 -1.801
C 4.637 3.025 -0.750
C 5.821 3.942 -1.010
O 6.660 3.848 0.119
C 7.694 4.793 0.108
H 1.339 4.275 1.610
H 2.127 3.011 0.717
H 0.363 3.111 0.762
H 0.915 4.947 -2.293
H 1.069 3.230 -1.806
H 3.415 5.118 -1.582
H 3.103 4.401 -3.115
H 2.938 2.245 -1.489
H 5.043 2.023 -0.578
H 4.224 3.273 0.243
H 5.478 4.979 -1.102
H 6.358 3.597 -1.902
H 7.348 5.782 -0.221
H 8.464 4.506 -0.625
H 8.107 4.828 1.111
C -0.459 0.973 2.855
O 0.548 1.444 3.715
C 0.128 2.577 4.438
C 1.205 2.979 5.438
N 1.522 2.055 6.512
C 0.337 1.583 7.212
C 0.694 0.782 8.444
O 1.679 -0.167 8.113
C 2.297 -0.716 9.240
H 0.005 0.301 2.126
H -0.991 1.753 2.299
H -1.204 0.362 3.381
H -0.871 2.466 4.884
H 0.011 3.427 3.741
H 0.900 3.944 5.862
H 2.091 3.191 4.835
H 1.935 1.219 6.110
H -0.351 1.032 6.551
H -0.257 2.454 7.521
H -0.206 0.348 8.887
H 1.150 1.514 9.128
H 3.144 -1.318 8.901
H 1.656 -1.431 9.783
H 2.653 0.020 9.969
C -0.093 -5.078 -2.759
O -0.058 -6.055 -3.485
N -0.707 -3.899 -3.091
N 0.548 -5.002 -1.556
H -1.070 -3.780 -4.013
H -0.660 -3.161 -2.404
H 0.480 -4.154 -0.991
H 1.140 -5.737 -1.226
C -3.659 1.959 -0.471
O -4.408 1.076 -0.092
N -2.610 1.732 -1.328
N -3.845 3.287 -0.141
H -2.379 0.776 -1.530
H -2.084 2.522 -1.656
H -3.188 3.956 -0.503
H -4.429 3.520 0.636
O 2.342 -2.788 -2.729
H 1.777 -2.559 -1.967
H 1.906 -3.545 -3.131
O -2.953 -0.590 1.618
H -2.323 -0.161 1.027
H -3.807 -0.477 1.179
O 1.882 -0.061 -3.908
H 1.797 -1.013 -3.780
H 1.861 0.289 -2.999
O 4.369 -1.098 -1.703
H 3.739 -1.593 -2.242
H 3.843 -0.373 -1.333
O -1.402 -3.032 1.815
H -0.836 -2.834 1.048
H -2.127 -2.395 1.732
O 3.875 0.126 1.021
H 3.074 0.377 0.459
H 4.482 -0.282 0.394
*
```

---

[2]
DFT (ωB97M-V with the def2-TZVPD basis set) results for a molecular structure, C20H35NO2PS3SnTe.

For the strongest force on any atom, the calculation gives 0.812 eV/A. Its HOMO-LUMO gap is 0.2503 Ha. Its total energy is -81807.96568 eV. The highest occupied orbital energy is -0.3427 hartree.

Geometry as ORCA input:
```
! wB97M-V def2-TZVPD RIJCOSX def2/J DEFGRID3
* xyz 1 1
Sn 0.725 0.527 -0.057
C -3.334 -0.219 0.244
C -3.319 0.426 1.630
S -1.785 1.309 2.023
C -1.419 0.666 3.673
C -1.206 -0.845 3.811
S 0.020 -1.553 2.678
C -0.898 -2.920 1.943
C -2.166 -2.587 1.158
S -1.982 -1.351 -0.159
H -4.284 -0.738 0.107
H -3.266 0.537 -0.539
H -4.146 1.132 1.689
H -3.487 -0.317 2.407
H -0.524 1.209 3.982
H -2.220 0.967 4.348
H -0.884 -1.055 4.831
H -2.145 -1.378 3.664
H -0.168 -3.402 1.292
H -1.147 -3.638 2.726
H -2.526 -3.507 0.697
H -2.953 -2.246 1.827
Te 2.480 2.323 -1.301
C 4.437 1.557 -1.281
C 4.871 0.677 -2.273
C 6.183 0.217 -2.267
C 7.064 0.633 -1.276
C 6.633 1.513 -0.290
C 5.322 1.976 -0.287
H 4.198 0.364 -3.060
H 6.518 -0.462 -3.043
H 8.087 0.277 -1.275
H 7.319 1.843 0.482
H 4.993 2.660 0.487
C 1.348 -4.030 -1.397
P 1.785 -2.263 -1.227
C 2.023 -1.802 -2.983
C 3.511 -2.348 -0.628
H 2.083 -4.540 -2.025
H 0.360 -4.130 -1.850
H 1.329 -4.515 -0.419
H 2.755 -2.454 -3.469
H 2.360 -0.769 -3.052
H 1.072 -1.879 -3.512
H 4.140 -2.918 -1.316
H 3.537 -2.824 0.354
H 3.929 -1.344 -0.527
O -1.800 1.112 -2.629
C -1.378 2.100 -1.997
O -0.631 2.109 -0.982
C -1.796 3.483 -2.514
N -2.620 3.197 -3.764
C -1.882 3.758 -4.957
C -0.446 3.866 -4.464
C -0.616 4.318 -3.010
H -2.400 3.978 -1.758
H -3.581 3.517 -3.702
H -2.599 2.152 -3.742
H -2.296 4.740 -5.171
H -2.039 3.108 -5.812
H 0.122 4.574 -5.063
H 0.056 2.897 -4.512
H -0.857 5.381 -2.965
H 0.263 4.142 -2.396
*
```

---

[3]
DFT (ωB97M-V with the def2-TZVPD basis set) results for C5H10O in the gas phase.

For the strongest force on any atom, the calculation gives 1.243 eV/A. Its HOMO-LUMO gap (spin up / spin down) is 0.2817 / 0.3160 Ha. Its total energy is -7390.82204 eV. Its energy above the lowest of the compared OMol25 structures with the same formula, charge and spin is 3.943 eV. The highest occupied orbital energy (spin up / spin down) is -0.2549 / -0.2776 hartree.

Geometry as ORCA input:
```
! wB97M-V def2-TZVPD RIJCOSX def2/J DEFGRID3
* xyz 0 1
C 2.179 -0.132 -0.087
C 1.272 1.033 -0.149
O 0.120 0.996 -0.738
C -0.550 -0.069 -1.191
C -1.397 -0.318 1.024
C -1.856 -0.099 -0.433
H 2.933 0.026 0.689
H 2.699 -0.273 -1.045
H 1.644 -1.071 0.126
H -0.378 0.095 1.155
H 1.581 2.035 0.117
H 0.018 -1.005 -1.158
H -1.351 -1.384 1.265
H -1.998 0.210 1.767
H -2.520 -0.893 -0.796
H -2.397 0.849 -0.545
*
```

---

[4]
DFT (ωB97M-V with the def2-TZVPD basis set) results for 3 unconnected molecules or ions with the total composition C28H53ClN3O10P2.

For the strongest force on any atom, the calculation gives 4.051 eV/A. Its HOMO-LUMO gap is 0.2129 Ha. Its total energy is -85932.44952 eV. The highest occupied orbital energy is -0.3959 hartree.

Geometry as ORCA input:
```
! wB97M-V def2-TZVPD RIJCOSX def2/J DEFGRID3
* xyz 1 1
C 4.368 -4.380 2.097
O 5.619 -5.066 2.128
C 6.616 -4.348 1.382
C 6.661 -4.836 -0.147
C 6.560 -3.608 -1.170
C 5.080 -3.620 -1.745
C 4.915 -2.782 -3.070
C 3.370 -2.512 -3.327
C 2.986 -1.054 -2.821
C 2.144 -1.066 -1.453
C 2.512 0.280 -0.730
C 3.562 0.283 0.304
N 3.983 1.441 0.958
P 5.330 1.369 2.175
O 4.615 1.276 3.703
Cl 6.293 -0.496 1.979
C 3.383 2.650 0.636
P 3.933 4.286 1.418
N 5.390 4.516 0.844
O 4.025 4.223 3.066
O 2.943 5.513 0.888
C 2.314 2.761 -0.366
C 1.841 1.554 -1.105
C 0.760 1.644 -2.229
O 1.186 1.578 -3.350
O -0.583 1.840 -2.076
C -1.151 1.344 -0.831
C -2.655 0.901 -1.132
C -3.250 -0.018 0.032
C -4.212 -1.158 -0.500
C -5.696 -0.923 0.023
N -6.722 -1.370 -0.972
H 3.804 -4.516 1.129
H 3.712 -4.769 2.923
H 4.541 -3.284 2.333
H 6.417 -3.241 1.350
H 7.616 -4.523 1.850
H 5.782 -5.522 -0.267
H 7.623 -5.388 -0.301
H 6.824 -2.628 -0.694
H 7.324 -3.798 -1.976
H 4.420 -3.204 -0.929
H 4.810 -4.685 -2.003
H 5.520 -1.844 -2.957
H 5.309 -3.310 -3.983
H 2.710 -3.233 -2.779
H 3.166 -2.521 -4.435
H 2.466 -0.466 -3.616
H 3.930 -0.485 -2.575
H 2.453 -1.947 -0.827
H 1.044 -1.131 -1.651
H 4.024 -0.718 0.507
H 4.772 0.386 4.079
H 5.431 5.369 0.283
H 4.989 4.217 3.250
H 3.407 6.023 0.195
H 1.838 3.742 -0.613
H -1.231 2.220 -0.129
H -0.627 0.463 -0.385
H -3.316 1.800 -1.280
H -2.719 0.267 -2.062
H -2.349 -0.509 0.494
H -3.701 0.591 0.863
H -4.246 -1.106 -1.618
H -3.856 -2.163 -0.164
H -5.914 0.169 0.203
H -5.816 -1.534 0.960
H -6.353 -1.292 -1.921
H -6.940 -2.358 -0.828
O -1.211 0.440 2.705
C -0.795 1.284 3.450
O -0.232 2.393 2.948
C 0.135 3.520 3.744
C 1.497 3.299 4.350
C -0.817 1.075 4.940
H -0.629 3.746 4.491
H 0.168 4.378 3.071
H 1.503 2.433 5.014
H 1.815 4.174 4.918
H 2.229 3.103 3.571
H 0.046 0.473 5.229
H -1.731 0.543 5.201
H -0.826 1.999 5.516
O -11.394 -1.699 -2.780
C -10.848 -0.652 -2.552
O -11.561 0.490 -2.564
C -11.053 1.758 -2.136
C -10.293 2.449 -3.251
C -9.358 -0.590 -2.337
H -10.459 1.654 -1.226
H -11.924 2.359 -1.870
H -9.421 1.871 -3.561
H -9.957 3.437 -2.932
H -10.929 2.560 -4.131
H -8.858 -0.577 -3.307
H -9.052 -1.475 -1.787
H -9.032 0.262 -1.746
*
```

---

[5]
DFT (ωB97M-V with the def2-TZVPD basis set) results for C21H27N3O2 in the gas phase.

For the strongest force on any atom, the calculation gives 0.794 eV/A. Its HOMO-LUMO gap is 0.3077 Ha. Its total energy is -30779.50574 eV. Its energy above the lowest of the compared OMol25 structures with the same formula, charge and spin is 3.054 eV. The highest occupied orbital energy is -0.2905 hartree.

Geometry as ORCA input:
```
! wB97M-V def2-TZVPD RIJCOSX def2/J DEFGRID3
* xyz 0 1
C -0.392 -2.244 -6.672
O -0.980 -1.693 -5.522
C -0.058 -1.286 -4.534
C 0.617 -2.482 -3.818
N 1.109 -2.263 -2.480
C 0.119 -1.790 -1.532
C 0.434 -2.282 -0.156
C 1.023 -3.514 0.177
N 1.208 -3.625 1.477
N 0.764 -2.487 2.000
C 0.273 -1.634 1.063
C -0.278 -0.335 1.410
C -1.388 0.175 0.702
C -1.921 1.391 1.019
C -1.383 2.172 2.064
C -1.925 3.427 2.408
C -1.385 4.162 3.434
O -1.826 5.379 3.854
C -2.932 5.952 3.200
C -0.273 3.656 4.148
C 0.265 2.446 3.832
C -0.271 1.665 2.784
C 0.260 0.411 2.437
C 2.430 -1.680 -2.305
C 3.513 -2.664 -2.752
C 2.645 -0.315 -2.973
H 0.085 -3.209 -6.469
H -1.198 -2.388 -7.389
H 0.355 -1.563 -7.099
H -0.654 -0.716 -3.818
H 0.690 -0.616 -4.980
H -0.139 -3.276 -3.760
H 1.445 -2.855 -4.422
H -0.852 -2.191 -1.844
H 0.039 -0.689 -1.508
H 1.312 -4.301 -0.488
H 0.770 -2.352 2.998
H -1.828 -0.424 -0.080
H -2.774 1.769 0.474
H -2.772 3.783 1.841
H -3.823 5.324 3.296
H -2.724 6.128 2.140
H -3.107 6.905 3.696
H 0.125 4.262 4.947
H 1.114 2.067 4.383
H 1.120 0.048 2.983
H 2.537 -1.545 -1.223
H 3.318 -3.645 -2.326
H 3.548 -2.753 -3.835
H 4.486 -2.321 -2.410
H 1.827 0.363 -2.737
H 3.570 0.128 -2.611
H 2.717 -0.417 -4.053
*
```

---

[6]
DFT (ωB97M-V with the def2-TZVPD basis set) results for C5H4N2O2S in the gas phase.

For the strongest force on any atom, the calculation gives 4.299 eV/A. Its HOMO-LUMO gap (spin up / spin down) is 0.2669 / 0.2668 Ha. Its total energy is -23155.08195 eV. Its energy above the lowest of the compared OMol25 structures with the same formula, charge and spin is 4.574 eV. The highest occupied orbital energy (spin up / spin down) is -0.3381 / -0.3380 hartree.

Geometry as ORCA input:
```
! wB97M-V def2-TZVPD RIJCOSX def2/J DEFGRID3
* xyz 0 1
N 0.742 3.180 -2.509
C 0.398 2.369 -1.803
N -0.075 1.361 -1.203
C -0.466 1.482 -0.008
C -1.077 0.355 0.643
C -0.909 -0.950 0.778
C -0.026 -1.949 0.480
S 1.486 -1.556 -0.155
O 2.385 -2.658 -0.369
O 1.918 -0.247 0.118
H -0.448 2.245 0.703
H -1.921 0.773 1.262
H -1.771 -1.328 1.369
H -0.236 -3.078 0.693
*
```